ORCA calculation (the ωB97M-V functional and the def2-TZVPD basis) on 9 unconnected molecules or ions with the total composition C11H40O9 at a distorted geometry.

Geometry as XYZ:
```
60
Properties=species:S:1:pos:R:3:forces:R:3
C -13.6029 -20.3777 21.9772 0.4 -0.2 -0.6
C -14.4636 -19.3737 21.2121 -1.1 -0.5 0.6
O -15.6985 -19.9862 20.6760 1.5 0.6 0.5
H -14.0818 -20.8572 22.8310 -0.4 0.2 -0.1
H -12.7011 -19.9088 22.3708 0.0 0.2 0.0
H -13.2634 -21.1759 21.3172 -0.1 0.0 -0.1
H -13.9325 -18.8569 20.4128 -0.1 -0.4 -0.2
H -14.7823 -18.6053 21.9164 0.0 0.3 0.0
H -16.1783 -20.1754 21.4856 -0.4 -0.2 -0.1
C -18.3873 -30.6559 11.5800 0.7 1.3 0.7
C -18.0861 -30.4028 10.0527 -2.9 -0.5 2.5
O -18.7408 -31.5591 9.5384 1.5 -0.7 -1.5
H -19.3605 -31.0931 11.8034 -0.2 0.2 -0.8
H -18.3427 -29.7723 12.2167 0.2 0.3 -0.1
H -17.7054 -31.3587 12.0586 0.5 -0.1 -0.4
H -17.0302 -30.2211 9.8527 -0.1 -0.3 -0.3
H -18.7549 -29.6364 9.6611 0.6 0.6 0.2
H -18.2110 -32.2493 9.9440 -0.4 -0.8 -0.3
C -20.8608 -17.3702 16.7754 0.1 -0.3 0.3
O -19.5003 -17.0069 16.8904 0.3 0.4 -0.5
H -21.3546 -17.2385 17.7382 -0.3 0.0 -0.1
H -21.3428 -16.7570 16.0139 0.2 0.2 0.2
H -20.9783 -18.4033 16.4482 0.0 -0.2 0.1
H -19.0867 -17.4006 17.6621 -0.3 -0.1 0.0
C -17.4277 -32.0480 18.8642 -1.3 -0.1 0.2
O -16.2049 -31.5816 18.4643 2.2 0.6 -1.1
H -17.5864 -31.5148 19.8015 -0.8 -0.6 0.3
H -18.1936 -31.7680 18.1409 -0.2 0.4 0.0
H -17.5340 -33.1318 18.9104 0.3 -0.1 0.6
H -15.5491 -32.2548 18.2684 -0.3 -0.1 0.0
C -23.3092 -25.1464 20.0917 0.5 -1.0 0.5
O -22.4758 -25.8129 21.0948 -0.6 0.7 -0.8
H -24.2059 -25.7271 19.8752 -0.1 -0.1 0.1
H -23.6218 -24.1446 20.3862 0.3 0.1 0.1
H -22.7171 -25.1394 19.1766 0.0 0.3 0.1
H -23.0395 -26.1924 21.7729 -0.1 0.1 0.0
C -19.3752 -19.3610 11.0114 1.9 0.1 0.1
O -18.1657 -18.8356 11.7222 -1.9 -0.8 -0.7
H -18.9295 -19.8373 10.1381 -0.2 0.3 -0.2
H -19.9147 -20.1788 11.4892 0.2 0.2 0.7
H -20.0778 -18.5824 10.7144 0.2 0.1 0.1
H -18.3855 -18.6965 12.6462 -0.1 0.0 0.1
C -23.0240 -25.6562 12.7477 1.5 1.1 0.0
O -24.1469 -26.2208 12.2040 -1.5 -1.7 -0.2
H -22.3721 -26.2725 13.3667 -0.9 -0.8 0.2
H -22.3343 -25.4392 11.9320 0.2 0.9 0.0
H -23.3232 -24.8066 13.3616 0.5 0.4 -0.1
H -24.5371 -25.6158 11.5689 0.1 0.0 0.1
C -16.9430 -24.8021 16.5724 1.9 -1.5 -0.1
O -17.8642 -23.8584 16.2729 -1.8 2.2 0.0
H -16.0922 -24.2898 17.0216 0.5 -0.6 0.2
H -17.3169 -25.5776 17.2410 0.0 -0.1 0.1
H -16.6187 -25.2444 15.6304 0.2 -0.4 0.1
H -17.5981 -23.1233 16.8300 -0.7 0.4 -0.3
C -13.2232 -23.2571 10.9347 -0.2 0.8 0.3
O -12.6921 -24.4162 10.3280 -0.4 0.1 0.0
H -13.2515 -23.3416 12.0211 0.4 -0.2 -0.1
H -12.6490 -22.3798 10.6365 0.3 0.1 0.3
H -14.2452 -23.0073 10.6499 -0.3 -0.4 -0.3
H -12.7975 -24.2267 9.3928 0.2 -0.5 -0.2
```
Forces are in eV/Å.

**Energy relative to the best compared isomer or geometry (same formula, charge and spin)**: 572.42 kJ/mol
**Structure (SMILES)**: CCO.CCO.CO.CO.CO.CO.CO.CO.CO

=====

ORCA calculation (the ωB97M-V functional and the def2-TZVPD basis) on 2 unconnected molecules or ions with the total composition C5H14N2O2 at a distorted geometry.

Geometry as XYZ:
```
23
Properties=species:S:1:pos:R:3:forces:R:3
C -1.8446 -0.9831 0.4857 0.2 0.4 0.4
O -1.7076 -2.1051 -0.3532 0.3 0.1 -0.4
C -0.9386 0.2238 0.1153 1.0 -0.7 -1.6
C 0.5160 -0.0242 0.6114 -0.2 0.1 0.7
C 1.4301 1.1313 0.5598 -0.7 -0.2 -0.5
C 1.0227 2.4397 0.3145 0.6 1.4 0.1
N 1.9160 3.3927 0.0846 0.2 -0.5 0.3
N -0.9403 0.3584 -1.3498 -0.5 0.2 0.3
H -2.8874 -0.7088 0.6300 0.0 0.2 -0.2
H -1.4444 -1.3346 1.4286 -0.3 -0.1 0.5
H -1.2864 1.1591 0.5433 -0.4 -0.1 0.3
H 0.4639 -0.3695 1.6591 0.2 0.1 0.1
H 1.0320 -0.8556 0.1174 -0.2 0.0 -0.2
H 2.4985 0.9797 0.6010 0.2 -0.2 0.1
H 0.0271 2.8589 0.3337 -0.4 -0.7 0.0
H 1.6541 4.3675 0.0290 0.0 0.0 -0.1
H 2.9050 3.1677 0.0568 0.0 0.2 0.0
H -0.1651 0.8851 -1.7241 0.0 0.1 0.0
H -2.1369 -2.0272 -1.2162 -0.2 0.2 0.4
H -0.9146 -0.5534 -1.7853 0.1 0.0 0.0
H 0.5434 -3.7431 0.6877 0.0 -0.2 0.0
H 0.1977 -2.6333 -0.2868 -0.3 -0.6 -0.2
O 0.6539 -3.4847 -0.2326 0.5 0.4 0.1
```
Forces are in eV/Å.

**Charge**: +1
**<S²>**: 0.76
**Energy relative to the best compared isomer or geometry (same formula, charge and spin)**: 54.91 kJ/mol
**2S+1**: 2

=====

ORCA calculation (the ωB97M-V functional and the def2-TZVPD basis) on C10H11F3OSi in the gas phase at a distorted geometry.

Geometry as XYZ:
```
26
Properties=species:S:1:pos:R:3:forces:R:3
C -3.3138 -1.7421 0.1667 -0.3 2.0 -1.6
C -3.0193 -1.0892 -1.0942 1.2 -0.4 3.7
C -2.4595 -1.5377 1.2786 -2.0 -2.5 0.4
C -1.8274 -0.3021 -1.1737 -1.9 -1.4 -0.8
C -1.2841 -0.8662 1.1118 -0.5 1.5 -0.7
C -1.0059 -0.1126 -0.0757 1.1 -1.1 0.1
C 3.1221 0.7282 -1.3799 1.2 1.4 -4.6
C 2.1788 0.1991 -0.6791 -1.8 0.4 1.4
C 0.5596 1.8390 1.4469 -1.8 0.4 -1.4
C 2.6786 -0.9391 0.0756 0.3 -3.4 2.1
O 0.0155 2.1566 -1.3659 0.5 1.6 -0.1
F 1.6908 -1.7635 0.5425 -0.3 0.8 0.1
F 3.4411 -0.6310 1.1563 -0.5 0.8 0.1
F 3.4668 -1.8234 -0.5727 0.2 0.5 -1.1
Si 0.4940 1.0457 -0.2625 -0.4 -1.0 1.5
H -4.3304 -2.1669 0.2310 0.8 -0.2 0.3
H -3.7696 -1.1257 -1.8460 -0.1 -0.1 -0.8
H -2.7557 -2.0558 2.2925 0.8 1.2 -2.1
H -1.6311 0.0242 -2.1970 0.3 0.7 0.5
H -0.7293 -0.8029 2.0110 1.1 0.4 0.4
H 2.9317 1.4444 -2.2104 -0.2 0.3 1.2
H 4.0565 0.2424 -1.6216 0.4 -0.2 0.8
H 0.4667 1.1166 2.2485 -0.2 0.1 0.1
H 1.3067 2.5444 1.6539 1.6 0.7 0.3
H -0.3526 2.5120 1.3492 0.5 -1.1 0.6
H 0.0697 3.1058 -1.0858 0.0 -1.4 -0.5
```
Forces are in eV/Å.

**Energy relative to the best compared isomer or geometry (same formula, charge and spin)**: 0.00 kJ/mol
**Structure (SMILES)**: C=C(C(F)(F)F)[Si@@](C)(O)c1ccccc1

=====

ORCA calculation (the ωB97M-V functional and the def2-TZVPD basis) on 4 unconnected molecules or ions with the total composition C18H44Br2FIN4O5S.

Geometry as XYZ:
```
76
Properties=species:S:1:pos:R:3:forces:R:3
C -1.0658 -1.5725 2.1752 -0.1 -0.1 0.1
C -1.8450 -2.3373 1.0993 0.4 0.0 0.0
I -0.6312 -2.4552 -0.6996 0.0 0.0 0.0
C -2.2675 -3.7634 1.4903 -0.1 0.1 -0.3
N -3.7335 -3.8824 1.6641 0.0 -0.3 0.6
C -4.4267 -3.1180 2.7067 -0.2 0.1 -0.3
Br -3.4467 -3.1137 4.3934 0.1 0.0 0.1
C -4.7794 -1.6909 2.2590 -0.1 0.0 0.2
C -5.4722 -1.6545 0.8945 -0.1 0.1 0.1
Br -5.9643 -0.9184 3.6190 0.1 0.0 -0.1
S -4.3182 -5.4128 1.5096 0.2 0.2 -0.1
O -5.7290 -5.3612 1.4317 -0.2 0.0 0.0
O -3.5216 -6.1336 0.5908 0.0 0.0 0.0
F -4.0013 -6.0154 2.9269 0.0 0.0 -0.1
H -0.6686 -2.2639 2.9180 0.1 0.0 0.0
H -0.2339 -1.0094 1.7616 -0.1 0.1 0.0
H -1.7205 -0.8743 2.7004 0.0 0.0 0.0
H -2.7032 -1.7735 0.7545 0.0 0.0 -0.1
H -1.7318 -4.1018 2.3798 -0.1 0.1 0.1
H -2.0160 -4.4461 0.6885 -0.1 -0.1 0.0
H -5.3619 -3.6272 2.9241 0.0 0.0 0.0
H -3.9102 -1.0434 2.3054 0.0 -0.1 -0.1
H -5.3188 -2.5848 0.3523 0.1 0.0 -0.1
H -6.5453 -1.5194 1.0122 0.0 0.0 0.0
H -5.1017 -0.8201 0.3001 0.0 0.0 0.0
C 4.5168 0.3000 -3.4001 0.0 0.0 0.0
C 3.2227 -0.3218 -2.8861 0.1 0.0 0.0
C 2.2845 0.6683 -2.1866 -0.1 0.0 -0.1
O 2.6788 1.0330 -0.8784 0.0 0.0 0.0
C 3.6350 2.0680 -0.7915 0.0 0.0 0.1
N 3.5502 -1.4722 -2.0393 -0.1 0.1 0.0
H 5.2258 0.4730 -2.5896 0.0 0.0 0.0
H 4.9958 -0.3731 -4.1101 0.0 0.0 0.0
H 4.3298 1.2513 -3.9020 0.0 0.0 0.0
H 2.6699 -0.6999 -3.7524 0.0 0.0 0.0
H 1.3118 0.1844 -2.0676 0.0 0.0 0.0
H 2.1313 1.5679 -2.7986 0.1 0.0 0.0
H 3.4896 2.8179 -1.5754 0.0 0.0 0.0
H 4.6590 1.6892 -0.8467 0.0 0.0 -0.1
H 3.5044 2.5547 0.1748 0.0 0.0 0.0
H 2.6965 -1.9620 -1.7892 0.0 -0.1 0.0
H 3.9084 -1.1149 -1.1577 0.1 0.0 0.0
C -2.4509 -0.4378 -6.4057 0.0 0.0 0.0
C -2.3637 -0.9636 -4.9771 0.1 0.0 -0.1
C -3.2271 -0.1958 -3.9691 0.0 -0.1 0.0
O -2.7188 1.0688 -3.5927 0.0 0.0 0.0
C -3.0148 2.1328 -4.4747 0.0 0.0 0.1
N -0.9571 -1.0285 -4.5731 -0.1 0.0 0.1
H -1.8658 0.4738 -6.5309 0.0 0.0 0.0
H -2.0500 -1.1767 -7.0985 0.0 0.0 0.0
H -3.4832 -0.2255 -6.6900 0.0 0.0 0.0
H -2.7464 -1.9894 -4.9773 0.0 0.0 0.0
H -3.2642 -0.7775 -3.0440 0.0 0.0 0.0
H -4.2564 -0.0924 -4.3395 0.0 0.0 0.0
H -4.0102 2.0167 -4.9156 0.0 0.0 0.0
H -2.2799 2.2179 -5.2792 0.0 0.0 0.0
H -2.9946 3.0529 -3.8919 0.0 0.0 0.0
H -0.8994 -1.4850 -3.6683 0.0 -0.1 0.0
H -0.6383 -0.0778 -4.4035 0.0 0.0 0.0
C 3.0661 3.2199 5.5876 0.0 0.0 0.0
C 3.6569 2.5496 4.3516 -0.1 0.1 0.0
C 5.1145 2.9317 4.0684 0.0 -0.1 0.0
O 5.2927 4.2239 3.5231 0.0 0.0 0.0
C 5.3255 5.2829 4.4587 0.0 0.0 0.0
N 2.7774 2.7981 3.2065 0.2 0.0 0.0
H 2.8037 4.2595 5.3897 0.0 0.0 0.0
H 2.1524 2.7080 5.8873 0.0 0.0 0.0
H 3.7641 3.1953 6.4266 0.0 0.0 0.0
H 3.6582 1.4694 4.5303 0.0 0.0 0.0
H 5.5063 2.2448 3.3136 0.0 0.0 0.0
H 5.7290 2.8162 4.9717 0.0 0.0 0.0
H 5.8135 4.9745 5.3888 0.0 0.0 0.0
H 4.3259 5.6586 4.6913 0.0 0.0 0.0
H 5.9017 6.0926 4.0124 0.0 0.0 0.0
H 3.0988 2.2509 2.4136 -0.1 -0.1 0.0
H 2.9009 3.7665 2.9227 -0.1 0.0 0.0
```
Forces are in eV/Å.

**Energy**: -197313.9984 eV
**Structure (SMILES)**: C[C@@H](I)CN([C@@H](Br)[C@@H](C)Br)S(=O)(=O)F.COC[C@@H](C)N.COC[C@@H](C)N.COC[C@@H](C)N